1.
The following is a quantum chemistry calculation of a structure of composition C38H31NP2PdSSi, from the OMol25 dataset.

```
! RIJCOSX wB97M-V def2-TZVPD def2/J DEFGRID3
* xyz 0 1
Pd -0.219 -1.136 -1.472
C 3.002 -1.113 -2.796
Si 1.979 -0.883 -1.225
C 2.247 0.883 -0.581
C 3.442 1.226 0.056
C 3.668 2.518 0.504
C 2.704 3.498 0.302
C 1.515 3.176 -0.332
C 1.272 1.870 -0.751
P -0.281 1.376 -1.583
C -1.640 1.833 -0.461
C -1.488 2.445 0.779
C -2.596 2.677 1.583
C -3.861 2.299 1.159
C -4.018 1.673 -0.071
C -2.914 1.433 -0.872
C -0.387 2.624 -2.903
C -1.098 3.814 -2.775
C -1.098 4.739 -3.809
C -0.394 4.482 -4.975
C 0.307 3.290 -5.114
C 0.302 2.361 -4.086
C 2.602 -2.011 0.161
C 3.923 -2.403 0.370
C 4.297 -3.008 1.560
C 3.363 -3.196 2.575
C 2.042 -2.824 2.382
C 1.655 -2.274 1.162
P -0.066 -1.812 0.748
C -1.100 -3.297 0.914
C -0.625 -4.534 1.340
C -1.481 -5.625 1.398
C -2.812 -5.491 1.037
C -3.288 -4.264 0.596
C -2.435 -3.175 0.523
C -0.533 -0.749 2.156
C 0.371 0.235 2.561
C 0.065 1.073 3.620
C -1.150 0.948 4.280
C -2.057 -0.019 3.874
C -1.751 -0.866 2.818
H 4.029 -0.776 -2.621
H 2.596 -0.521 -3.617
H 3.028 -2.159 -3.105
H 4.206 0.471 0.213
H 4.599 2.765 1.000
H 2.881 4.513 0.637
H 0.769 3.944 -0.503
H -0.508 2.736 1.136
H -2.461 3.147 2.549
H -4.724 2.483 1.788
H -4.999 1.358 -0.403
H -3.038 0.899 -1.808
H -1.655 4.015 -1.868
H -1.654 5.663 -3.702
H -0.400 5.205 -5.781
H 0.845 3.079 -6.029
H 0.825 1.418 -4.204
H 4.670 -2.227 -0.397
H 5.323 -3.317 1.713
H 3.669 -3.638 3.515
H 1.314 -2.961 3.174
H 0.414 -4.663 1.607
H -1.099 -6.585 1.722
H -3.475 -6.346 1.083
H -4.318 -4.156 0.284
H -2.803 -2.236 0.124
H 1.322 0.343 2.051
H 0.780 1.826 3.931
H -1.388 1.602 5.110
H -3.007 -0.121 4.383
H -2.462 -1.624 2.519
S -0.268 -2.316 -3.678
C -1.769 -2.003 -3.031
N -2.704 -1.612 -2.444
*
```

LUMO energy: 0.0030 Eh
Frontier orbital gap: 7.36 eV
HOMO energy: -7.28 eV
Energy relative to the best compared isomer or geometry (same formula, charge and spin): 15.07 kcal per mole

Atomic partial charges in e from the Mulliken method, atoms 1 to 8:
1. Pd -0.6415
2. C -1.3725
3. Si 1.1439
4. C 0.0772
5. C -0.3856
6. C -0.8655
7. C -0.8616
8. C -0.2359

---

2.
The following is a quantum chemistry calculation of a structure of composition C38H32AsBIrN8S3Se, from the OMol25 dataset.

```
! RIJCOSX wB97M-V def2-TZVPD def2/J DEFGRID3
* xyz 2 2
Ir -0.402 0.238 0.140
Se 5.145 5.400 1.416
N 4.801 3.801 2.107
C 3.642 3.421 1.635
C 3.008 2.158 1.989
C 3.512 1.302 2.969
C 2.824 0.142 3.245
C 1.674 -0.157 2.522
N 1.194 0.643 1.578
C 1.836 1.803 1.325
C 1.190 2.726 0.395
N 0.012 2.324 -0.126
C -0.747 3.219 -0.747
C -0.323 4.521 -0.987
C 0.932 4.906 -0.571
C 1.701 4.000 0.160
C 2.996 4.333 0.735
N 3.634 5.446 0.486
H 4.417 1.572 3.498
H 3.158 -0.547 4.007
H 1.134 -1.072 2.710
H -1.725 2.890 -1.056
H -0.981 5.207 -1.501
H 1.317 5.900 -0.760
S -1.884 0.853 1.753
C -2.852 -0.549 2.191
C -3.941 -0.342 3.042
C -4.764 -1.405 3.371
C -4.508 -2.678 2.874
C -3.412 -2.897 2.049
C -2.582 -1.838 1.714
As -0.991 -2.083 0.668
C 0.270 -2.945 1.836
C -0.095 -3.257 3.142
C 0.851 -3.789 4.011
C 2.152 -3.998 3.580
C 2.518 -3.677 2.278
C 1.582 -3.144 1.406
C -1.470 -3.418 -0.642
C -2.717 -3.354 -1.262
C -3.099 -4.345 -2.150
C -2.246 -5.406 -2.421
C -1.017 -5.485 -1.787
C -0.629 -4.498 -0.891
H -4.145 0.649 3.427
H -5.615 -1.241 4.018
H -5.158 -3.501 3.135
H -3.203 -3.890 1.669
H -1.107 -3.094 3.488
H 0.565 -4.043 5.023
H 2.884 -4.416 4.259
H 3.532 -3.843 1.941
H 1.884 -2.871 0.402
H -3.407 -2.553 -1.037
H -4.070 -4.294 -2.625
H -2.547 -6.179 -3.115
H -0.358 -6.321 -1.979
H 0.323 -4.591 -0.391
C -4.343 1.682 -2.253
N -3.047 1.946 -2.868
C -2.792 2.942 -3.784
C -1.487 2.822 -4.129
N -0.950 1.757 -3.447
B 0.449 1.119 -3.814
N 1.594 1.556 -2.817
C 2.451 2.607 -3.052
C 3.503 2.502 -2.206
N 3.277 1.379 -1.437
C 4.222 0.825 -0.477
C 2.121 0.810 -1.842
S 1.422 -0.619 -1.154
C -1.913 1.237 -2.680
S -1.843 -0.158 -1.649
H -4.925 2.600 -2.267
H -4.196 1.353 -1.227
H -4.872 0.908 -2.805
H -3.557 3.622 -4.116
H -0.902 3.384 -4.835
H 0.745 1.573 -4.881
H 0.342 -0.071 -3.778
H 2.256 3.328 -3.826
H 4.387 3.104 -2.090
H 4.740 1.641 0.023
H 4.947 0.195 -0.989
H 3.680 0.225 0.251
*
```

LUMO energy (alpha / beta): -0.2148 / -0.2804 Eh
Expectation value of S²: 0.763
Frontier orbital gap (alpha / beta): 7.35 / 5.42 eV
HOMO energy (alpha / beta): -13.19 / -13.05 eV
Energy relative to the best compared isomer or geometry (same formula, charge and spin): 0.00 kcal per mole

Atomic partial charges in e from the Mulliken method, atoms 1 to 8:
1. Ir 1.8715
2. Se 0.3297
3. N -0.8554
4. C 0.6970
5. C 1.5003
6. C -1.0325
7. C -1.0278
8. C -0.0926

---

3.
The following is a quantum chemistry calculation of a structure of composition C38H32Br2HfN7Si, from the OMol25 dataset.

```
! RIJCOSX wB97M-V def2-TZVPD def2/J DEFGRID3
* xyz 3 1
Hf 0.535 0.416 0.785
C 0.706 3.342 1.957
N 0.494 1.960 2.602
C -0.835 1.786 3.305
C -1.301 0.414 3.073
N -0.724 -0.576 2.418
C -1.560 -1.744 2.626
C -1.224 -3.117 2.511
C -2.073 -4.038 3.184
C -3.263 -3.584 3.758
C -3.573 -2.252 3.894
C -2.734 -1.282 3.338
N -2.498 0.065 3.661
C 0.050 3.333 0.608
N -0.283 2.270 -0.152
C -0.896 2.823 -1.374
C -1.400 2.252 -2.553
C -1.864 3.103 -3.545
C -1.956 4.502 -3.341
C -1.404 5.053 -2.161
C -0.780 4.201 -1.254
N -0.196 4.500 -0.009
H 1.765 3.607 1.882
H 0.166 4.046 2.620
H 1.200 1.863 3.298
H -1.574 2.542 3.002
H -0.669 1.973 4.407
H -0.242 -3.363 2.156
H -2.010 -5.121 3.081
H -3.994 -4.337 4.128
H -4.393 -1.966 4.617
H -2.842 0.598 4.460
H -1.470 1.146 -2.649
H -2.101 2.655 -4.478
H -2.646 5.075 -3.887
H -1.508 6.101 -1.952
H -0.080 5.477 0.293
Br 5.685 0.691 5.129
C 4.355 0.140 3.893
C 3.355 -0.772 4.270
C 2.238 -0.913 3.405
N 2.176 -0.284 2.188
C 3.345 0.288 1.704
C 4.413 0.587 2.554
C 3.484 0.536 0.302
C 4.621 0.319 -0.452
C 4.600 0.555 -1.838
Br 6.034 -0.034 -2.859
C 3.450 1.260 -2.408
C 2.317 1.327 -1.604
N 2.339 1.011 -0.295
H 3.455 -1.246 5.217
H 1.297 -1.367 3.734
H 5.256 1.224 2.324
H 5.387 -0.193 0.078
H 3.402 1.526 -3.485
H 1.320 1.620 -2.011
C -4.922 -2.202 -2.292
C -3.841 -2.881 -2.883
C -2.555 -2.548 -2.620
C -2.186 -1.593 -1.654
C -3.289 -0.949 -1.121
C -4.610 -1.153 -1.494
Si -0.420 -1.520 -0.807
C 0.740 -1.680 -2.397
C 0.083 -1.687 -3.616
C 0.731 -2.234 -4.688
C 2.041 -2.767 -4.539
C 2.782 -2.572 -3.404
C 2.115 -1.970 -2.332
H -5.974 -2.464 -2.424
H -4.051 -3.754 -3.531
H -1.742 -3.034 -3.101
H -3.125 -0.184 -0.323
H -5.328 -0.507 -1.074
H -0.126 -2.935 -0.320
H -0.939 -1.405 -3.815
H 0.241 -2.166 -5.676
H 2.519 -3.182 -5.364
H 3.844 -2.755 -3.302
H 2.661 -1.858 -1.375
*
```

LUMO energy: -0.3498 Eh
Frontier orbital gap: 5.58 eV
HOMO energy: -15.10 eV
Energy relative to the best compared isomer or geometry (same formula, charge and spin): 0.00 kcal per mole

Atomic partial charges in e from the Mulliken method, atoms 1 to 8:
1. Hf 0.8943
2. C -1.1807
3. N -0.5642
4. C -0.9159
5. C 0.3504
6. N 0.3596
7. C -0.1368
8. C -0.6024

---

4.
The following is a quantum chemistry calculation of a structure of composition C38H32Cl2F5HgN8O5S4, from the OMol25 dataset.

```
! RIJCOSX wB97M-V def2-TZVPD def2/J DEFGRID3
* xyz -2 2
Hg 0.046 -0.170 -0.354
O 3.507 -3.180 0.972
C 4.507 -2.847 0.144
C 5.737 -3.492 0.315
C 6.808 -3.189 -0.502
C 6.677 -2.235 -1.508
C 5.460 -1.596 -1.677
C 4.362 -1.885 -0.869
C 3.056 -1.175 -1.059
O 2.085 -1.507 -0.302
N 3.044 -0.255 -1.995
N 1.825 0.387 -2.095
C 1.833 1.327 -2.945
S 0.424 2.333 -3.256
C 1.065 2.960 -4.825
C 2.550 3.206 -4.634
S 3.281 1.717 -3.899
H 2.729 -2.627 0.680
H 5.817 -4.228 1.105
H 7.754 -3.697 -0.354
H 7.516 -1.990 -2.148
H 5.326 -0.844 -2.443
H 0.525 3.881 -5.051
H 0.887 2.233 -5.619
H 2.709 4.056 -3.967
H 3.054 3.395 -5.583
Cl -3.351 0.984 -1.266
C -2.766 0.709 -2.874
C -3.210 1.574 -3.860
C -2.821 1.380 -5.173
C -1.987 0.322 -5.486
C -1.536 -0.520 -4.483
Cl -0.454 -1.795 -4.955
C -1.894 -0.364 -3.134
S -1.336 -1.484 -1.905
H -3.864 2.390 -3.584
H -3.166 2.051 -5.950
H -1.660 0.148 -6.502
O 0.072 -4.783 0.930
S -0.775 -3.561 1.010
C -2.473 -4.084 0.719
C -2.759 -5.439 0.744
C -4.061 -5.857 0.510
C -5.056 -4.921 0.254
C -4.751 -3.567 0.221
C -3.448 -3.139 0.438
C -0.965 -3.221 2.774
C -1.936 -2.355 3.258
C -1.964 -2.067 4.613
C -1.028 -2.634 5.470
C -0.061 -3.493 4.971
C -0.023 -3.789 3.614
H -1.953 -6.138 0.935
H -4.299 -6.914 0.524
H -6.073 -5.250 0.073
H -5.519 -2.832 0.018
H -3.212 -2.083 0.390
H -2.666 -1.896 2.600
H -2.712 -1.381 4.992
H -1.046 -2.391 6.526
H 0.679 -3.924 5.634
H 0.729 -4.442 3.191
C -3.963 3.093 1.506
N -4.632 1.807 1.605
C -3.986 0.667 2.055
N -2.902 0.858 2.849
O -4.439 -0.445 1.785
H -4.689 3.836 1.173
H -3.121 3.087 0.808
H -3.597 3.404 2.483
H -5.250 1.572 0.845
H -2.371 1.724 2.797
H -2.285 0.057 2.895
N 1.163 3.599 4.501
C 0.736 2.912 3.323
N -0.566 3.277 2.880
N 1.111 1.590 3.268
C 0.510 0.738 2.554
N 0.022 -0.112 1.876
H 1.611 4.477 4.270
H 1.845 3.016 4.969
H -0.718 4.266 3.034
H -0.659 3.078 1.881
F 4.346 5.698 -0.965
C 3.314 4.845 -0.769
C 2.016 5.243 -1.023
F 1.784 6.491 -1.487
C 0.966 4.373 -0.822
F -0.282 4.808 -1.102
C 1.136 3.050 -0.367
O 0.132 2.252 -0.208
C 2.475 2.701 -0.085
F 2.732 1.484 0.405
C 3.533 3.563 -0.292
F 4.787 3.177 -0.010
*
```

LUMO energy (alpha / beta): 0.1433 / 0.1433 Eh
Expectation value of S²: 0.757
Frontier orbital gap (alpha / beta): 4.37 / 6.62 eV
HOMO energy (alpha / beta): -0.47 / -2.72 eV
Energy relative to the best compared isomer or geometry (same formula, charge and spin): 33.74 kcal per mole

Atomic partial charges in e from the Mulliken method, atoms 1 to 8:
1. Hg 2.1678
2. O -0.7006
3. C 0.0790
4. C -0.6682
5. C -0.2174
6. C -0.8072
7. C -0.3046
8. C 0.1578

---

5.
The following is a quantum chemistry calculation of a structure of composition C38H32N11O6STi, from the OMol25 dataset.

```
! RIJCOSX wB97M-V def2-TZVPD def2/J DEFGRID3
* xyz -1 3
Ti -0.976 2.664 1.042
O -2.400 2.727 -0.273
C -3.541 2.142 -0.362
C -4.461 2.721 -1.193
C -5.700 2.174 -1.153
C -6.013 1.050 -0.327
C -5.048 0.387 0.371
C -3.759 0.888 0.368
C -2.725 0.279 1.089
N -1.498 0.733 1.369
C -0.890 -0.243 2.136
C -1.708 -1.270 2.389
N -2.869 -1.013 1.668
H -4.269 3.647 -1.728
H -6.501 2.606 -1.683
H -7.036 0.701 -0.426
H -5.220 -0.526 0.934
H 0.072 -0.172 2.605
H -1.600 -2.074 3.098
H -3.640 -1.640 1.550
C 0.013 -3.351 -0.229
N -0.652 -2.568 -1.229
C -0.912 -1.269 -1.224
N -1.493 -0.886 -2.359
C -1.504 -2.029 -3.064
N -1.042 -3.088 -2.407
C 1.197 -4.016 -0.820
C 1.541 -5.322 -0.428
C 2.682 -5.938 -0.934
C 3.484 -5.307 -1.859
C 3.110 -3.975 -2.260
C 1.983 -3.349 -1.721
C 3.926 -3.206 -3.254
N 4.757 -3.533 -4.161
N 5.049 -2.395 -4.853
C 4.372 -1.428 -4.297
O 3.673 -1.832 -3.229
C 4.152 -0.085 -4.703
C 5.078 0.650 -5.443
C 4.833 1.993 -5.737
C 3.637 2.600 -5.327
C 2.666 1.859 -4.687
C 1.348 2.521 -4.264
N 1.343 2.588 -2.808
C 0.319 2.254 -2.000
N 0.622 2.559 -0.735
C 1.893 3.059 -0.820
N 2.343 3.070 -2.074
C 2.929 0.550 -4.376
H -0.620 -4.089 0.262
H 0.279 -2.645 0.585
H -0.710 -0.638 -0.367
H -1.857 -2.104 -4.074
H 0.892 -5.903 0.238
H 2.929 -6.911 -0.555
H 4.387 -5.775 -2.200
H 1.727 -2.370 -2.061
H 6.030 0.222 -5.642
H 5.611 2.587 -6.185
H 3.484 3.638 -5.574
H 0.432 2.032 -4.562
H 1.383 3.527 -4.672
H -0.518 1.802 -2.490
H 2.500 3.433 -0.013
H 2.239 -0.019 -3.773
C -2.216 -2.460 6.567
C -1.922 -1.053 6.048
C -0.609 -0.639 5.906
C -0.316 0.574 5.263
C -1.362 1.333 4.811
C -2.699 1.020 5.042
C -2.966 -0.214 5.655
S -0.888 2.809 3.909
O -0.715 3.925 4.760
O -2.047 3.083 3.002
N 0.370 2.394 3.102
C 1.419 3.412 3.060
C 1.327 4.462 1.902
O 2.123 5.362 1.816
O 0.177 4.291 1.259
H -2.263 -2.488 7.664
H -1.383 -3.131 6.304
H -3.148 -2.858 6.193
H 0.219 -1.298 6.212
H 0.709 0.767 5.026
H -3.457 1.715 4.689
H -4.015 -0.543 5.782
H 2.380 2.881 2.941
H 1.532 3.962 3.995
*
```

LUMO energy (alpha / beta): 0.0560 / 0.0560 Eh
Expectation value of S²: 2.012
Frontier orbital gap (alpha / beta): 3.48 / 6.36 eV
HOMO energy (alpha / beta): -1.96 / -4.83 eV
Energy relative to the best compared isomer or geometry (same formula, charge and spin): 6.69 kcal per mole

Atomic partial charges in e from the Mulliken method, atoms 1 to 8:
1. Ti 0.0759
2. O -0.3910
3. C 0.6246
4. C -0.7902
5. C -0.3475
6. C -0.8651
7. C -1.1121
8. C 0.2192

---

What is the formula in the fourth record?
C38H32Cl2F5HgN8O5S4

---

Copy entry 2 word for word.
The following is a quantum chemistry calculation of a structure of composition C38H32AsBIrN8S3Se, from the OMol25 dataset.

```
! RIJCOSX wB97M-V def2-TZVPD def2/J DEFGRID3
* xyz 2 2
Ir -0.402 0.238 0.140
Se 5.145 5.400 1.416
N 4.801 3.801 2.107
C 3.642 3.421 1.635
C 3.008 2.158 1.989
C 3.512 1.302 2.969
C 2.824 0.142 3.245
C 1.674 -0.157 2.522
N 1.194 0.643 1.578
C 1.836 1.803 1.325
C 1.190 2.726 0.395
N 0.012 2.324 -0.126
C -0.747 3.219 -0.747
C -0.323 4.521 -0.987
C 0.932 4.906 -0.571
C 1.701 4.000 0.160
C 2.996 4.333 0.735
N 3.634 5.446 0.486
H 4.417 1.572 3.498
H 3.158 -0.547 4.007
H 1.134 -1.072 2.710
H -1.725 2.890 -1.056
H -0.981 5.207 -1.501
H 1.317 5.900 -0.760
S -1.884 0.853 1.753
C -2.852 -0.549 2.191
C -3.941 -0.342 3.042
C -4.764 -1.405 3.371
C -4.508 -2.678 2.874
C -3.412 -2.897 2.049
C -2.582 -1.838 1.714
As -0.991 -2.083 0.668
C 0.270 -2.945 1.836
C -0.095 -3.257 3.142
C 0.851 -3.789 4.011
C 2.152 -3.998 3.580
C 2.518 -3.677 2.278
C 1.582 -3.144 1.406
C -1.470 -3.418 -0.642
C -2.717 -3.354 -1.262
C -3.099 -4.345 -2.150
C -2.246 -5.406 -2.421
C -1.017 -5.485 -1.787
C -0.629 -4.498 -0.891
H -4.145 0.649 3.427
H -5.615 -1.241 4.018
H -5.158 -3.501 3.135
H -3.203 -3.890 1.669
H -1.107 -3.094 3.488
H 0.565 -4.043 5.023
H 2.884 -4.416 4.259
H 3.532 -3.843 1.941
H 1.884 -2.871 0.402
H -3.407 -2.553 -1.037
H -4.070 -4.294 -2.625
H -2.547 -6.179 -3.115
H -0.358 -6.321 -1.979
H 0.323 -4.591 -0.391
C -4.343 1.682 -2.253
N -3.047 1.946 -2.868
C -2.792 2.942 -3.784
C -1.487 2.822 -4.129
N -0.950 1.757 -3.447
B 0.449 1.119 -3.814
N 1.594 1.556 -2.817
C 2.451 2.607 -3.052
C 3.503 2.502 -2.206
N 3.277 1.379 -1.437
C 4.222 0.825 -0.477
C 2.121 0.810 -1.842
S 1.422 -0.619 -1.154
C -1.913 1.237 -2.680
S -1.843 -0.158 -1.649
H -4.925 2.600 -2.267
H -4.196 1.353 -1.227
H -4.872 0.908 -2.805
H -3.557 3.622 -4.116
H -0.902 3.384 -4.835
H 0.745 1.573 -4.881
H 0.342 -0.071 -3.778
H 2.256 3.328 -3.826
H 4.387 3.104 -2.090
H 4.740 1.641 0.023
H 4.947 0.195 -0.989
H 3.680 0.225 0.251
*
```

LUMO energy (alpha / beta): -0.2148 / -0.2804 Eh
Expectation value of S²: 0.763
Frontier orbital gap (alpha / beta): 7.35 / 5.42 eV
HOMO energy (alpha / beta): -13.19 / -13.05 eV
Energy relative to the best compared isomer or geometry (same formula, charge and spin): 0.00 kcal per mole

Atomic partial charges in e from the Mulliken method, atoms 1 to 8:
1. Ir 1.8715
2. Se 0.3297
3. N -0.8554
4. C 0.6970
5. C 1.5003
6. C -1.0325
7. C -1.0278
8. C -0.0926